ORCA calculation (the ωB97M-V functional and the def2-TZVPD basis) on a 5-piece molecular cluster, C30H58BF9O9PS overall in a non-equilibrium geometry.

Output
- Charge: -1
- Gap between HOMO and LUMO: 0.21251 hartree

XYZ file:
```
109
Properties=species:S:1:pos:R:3:forces:R:3
C 1.95543 -1.34879 3.38756 0.36 0.10 0.02
H 4.87837 3.54294 -1.02459 -0.03 -0.02 0.01
H -6.63648 2.80112 3.01901 -0.26 -0.03 -0.21
F -6.75173 1.29843 0.17402 0.34 -0.16 0.61
S -8.14958 1.49247 -0.48354 -0.85 0.45 -1.26
H 2.90192 -1.13274 3.89242 0.02 0.16 -0.05
H -3.23586 -0.81990 4.22627 -1.14 0.63 0.23
C -6.77975 1.82446 3.47567 0.35 -0.60 0.03
F -7.64103 2.78759 -1.23830 0.30 0.27 -0.03
C -0.70435 4.30020 1.64349 -0.46 0.98 -0.56
C 5.85799 -4.14780 -6.02968 0.12 -0.08 -0.11
H -0.66614 -1.22129 2.90375 0.12 0.35 0.50
C -4.31377 2.02529 2.98199 -0.50 -1.49 -0.03
C 1.72442 -0.30282 2.29526 0.90 -0.33 0.31
C 4.07790 -3.27632 -7.31384 0.01 -0.11 -0.16
H -3.37027 -3.28372 0.19090 0.09 0.00 0.04
H 7.86978 0.21204 -6.12644 -0.05 0.06 0.04
P -2.53940 1.29085 2.77991 0.29 1.80 0.91
O -2.98141 0.02713 1.66324 0.41 -0.50 0.49
C -3.10999 -5.43932 2.48361 0.14 0.01 -0.15
H 6.71077 1.69972 -1.83319 -0.03 -0.02 -0.03
H -1.17470 0.96149 5.43190 -0.51 1.19 0.13
H -1.90047 -1.58523 0.83714 -0.37 -0.23 0.61
O 8.09578 0.98078 -4.21634 0.30 -0.16 0.04
H -5.08248 -6.38790 2.38934 0.02 0.00 -0.01
C 4.33861 -4.08315 -6.04919 -0.06 0.10 0.17
F -8.73847 0.17513 0.15731 0.19 -0.33 0.52
O -2.36853 2.32638 -0.01949 0.53 -0.02 -0.02
H -8.45032 0.50203 3.74551 -0.20 -0.06 -0.06
H 0.06726 5.68708 0.13374 -0.12 0.17 -0.15
C 5.23145 -2.28561 -7.29266 0.03 0.17 0.14
O -2.63265 -4.24211 1.87350 -0.15 -0.14 -0.04
H 4.99639 1.28996 -1.95382 0.03 -0.01 -0.02
H -2.70626 -6.29283 1.92501 -0.05 -0.08 0.07
O -0.79859 0.85987 2.75478 0.83 -0.50 -0.62
H -1.89677 2.99578 -0.53922 -0.47 0.06 0.12
H 2.59139 -0.35166 1.63334 -0.08 0.06 -0.17
H 1.75403 0.69012 2.75645 -0.47 0.08 -0.15
H 5.72241 -0.51166 -0.55712 -0.04 -0.02 0.07
C -0.61122 -0.37845 2.19390 -1.78 -0.94 -0.14
H 9.64179 -1.71506 -5.33563 -0.05 0.01 0.00
H 2.08754 -2.33549 2.94305 -0.34 -0.13 0.06
C 5.38566 2.77414 -0.44308 0.13 0.07 0.13
C -1.80527 -0.55965 1.20290 1.78 0.20 -1.47
C 8.15653 -0.12430 -5.12949 -0.29 -0.08 0.11
H -5.82692 -4.13224 1.05237 0.02 0.03 0.02
H -2.11471 2.35290 3.67258 0.17 -0.30 0.11
H -4.72536 -5.25936 0.25006 -0.02 0.01 0.00
H -0.17575 3.58631 1.00402 0.26 -0.08 0.33
C -9.06476 1.86146 2.28559 1.53 0.23 1.24
F -7.88845 3.53764 1.08805 1.71 0.80 0.63
B -2.30435 2.59309 1.33928 -0.01 0.04 -0.19
O 4.99272 0.82146 0.84372 0.10 0.21 -0.17
H 6.26632 3.22483 0.02308 -0.02 0.01 -0.01
H 10.21336 -0.09964 -5.77066 -0.01 -0.02 -0.01
F -7.66036 0.62935 -1.70539 0.17 -0.22 -0.20
H 4.97923 -1.39639 -6.70501 -0.06 0.02 -0.06
H -2.74480 -5.49343 3.51068 0.05 0.04 -0.02
O -2.08199 3.94768 1.70232 0.45 -0.34 -0.15
H 5.53370 -1.96704 -8.29125 0.08 -0.01 0.03
H -4.63535 2.48323 2.03656 0.10 -0.03 -0.05
C 5.92998 0.49274 -0.18461 0.09 -0.02 0.22
C -4.84720 -4.60429 1.11750 0.04 -0.13 -0.14
H -4.28367 2.82356 3.72501 0.19 -0.03 0.07
C -3.70837 -3.59704 1.17840 -0.07 0.21 0.21
H 3.45863 2.06742 0.27338 -0.01 0.07 0.03
H 6.26369 -4.21619 -5.01939 0.06 0.06 -0.02
C -2.15205 0.48656 5.45021 0.11 0.06 0.54
O 6.32823 -2.94663 -6.65135 -0.14 -0.06 -0.01
H 9.56625 -1.10745 -2.97260 0.02 0.02 0.01
H -7.58683 0.25629 2.25276 -0.28 0.04 -0.24
H 4.50196 2.70497 1.55786 0.00 -0.10 0.05
H 3.97516 -3.53486 -5.17711 0.00 -0.03 0.00
H 3.10297 -2.79146 -7.33296 0.02 0.02 0.02
F -9.29705 2.89344 3.14981 -0.16 0.67 0.10
C -7.97793 1.02463 2.91389 0.54 -0.10 0.22
H -6.97282 2.00359 4.53323 -0.04 0.24 -0.01
F -9.54245 1.67858 -1.23716 -0.21 -0.21 -0.16
C -5.42586 1.03943 3.36142 -1.04 0.98 0.30
H -2.67260 0.37733 6.40094 0.64 -1.08 0.25
H -1.56333 6.09363 0.78794 0.00 0.00 -0.21
F -9.86262 3.16359 0.55303 -1.20 0.28 -0.34
H 11.05190 -0.29884 -3.48648 -0.01 0.03 0.00
H 7.43713 -0.87896 -4.79714 0.02 -0.06 -0.11
C -4.62911 -5.39633 2.40023 -0.11 0.05 0.14
H 9.90533 1.82353 -3.72997 0.07 -0.02 0.08
H -5.03576 -4.84461 3.25133 0.01 -0.01 0.00
H -3.99333 -2.70520 1.74519 -0.01 0.06 -0.11
H -1.39650 -0.05161 0.30918 -0.44 0.30 -0.03
H -0.11662 6.39144 1.74414 0.04 0.13 -0.11
H 6.93430 0.50043 0.25678 0.05 -0.04 -0.08
H -5.53635 0.22805 2.64009 0.26 0.02 -0.12
H 9.00707 1.13321 -2.36157 -0.07 0.05 -0.03
C 9.97491 -0.34822 -3.64410 -0.05 -0.13 0.15
C 9.27950 0.98389 -3.40778 -0.05 0.19 -0.14
F -10.22829 1.22241 2.22466 -0.79 -0.73 -0.76
H -0.27328 4.33530 2.64562 0.00 -0.45 0.01
H 6.22763 -4.99932 -6.61164 -0.03 -0.05 0.05
C 9.57741 -0.65864 -5.07899 0.14 0.09 -0.15
C -2.69686 0.12926 4.29555 -0.17 -0.32 -0.90
C -8.74439 2.57409 0.94713 -1.08 -0.81 -0.26
C 5.79594 1.55774 -1.25922 -0.09 -0.03 -0.18
H -5.27632 0.59467 4.34411 0.40 -0.19 -0.10
C 4.49369 2.14882 0.61990 -0.21 -0.13 -0.03
O 0.59608 -0.53549 1.48960 0.00 0.53 -0.15
H 3.87205 -5.06725 -6.05031 0.02 0.00 -0.01
H 4.15470 -3.92351 -8.19138 -0.01 0.02 0.00
H 1.19271 -1.34893 4.16346 -0.18 -0.13 -0.13
C -0.57014 5.71716 1.01609 0.21 -0.49 0.62
```
Forces are in eV/Å.